1.
Computed, not measured: a structure of composition C23H17IrN5, with wB97M-V/def2-TZVPD.

XYZ file:
```
46
Properties=species:S:1:pos:R:3
Ir -0.09 0.47 0.56
C 0.29 0.88 2.75
C -1.11 0.54 2.69
C -1.79 1.58 2.03
C -0.80 2.49 1.53
C 0.45 2.13 2.11
H 1.05 0.33 3.29
H -1.56 -0.34 3.14
H -2.85 1.62 1.83
H -1.01 3.41 1.01
H 1.38 2.67 2.01
C 3.25 2.72 -1.17
C 4.40 1.98 -0.91
C 4.26 0.73 -0.36
C 2.96 0.18 -0.11
N 1.84 0.99 -0.27
C 2.01 2.19 -0.79
N 2.93 -1.08 0.23
C 1.79 -1.86 0.27
N 0.50 -1.43 0.33
C -0.32 -2.53 0.33
N -1.70 -2.53 0.32
C -2.44 -1.53 -0.06
C -3.83 -1.81 -0.30
C -4.64 -0.89 -0.92
C -4.10 0.34 -1.26
C -2.78 0.63 -0.87
N -1.98 -0.23 -0.28
C 0.46 -3.69 0.28
C 0.13 -5.06 0.27
C 1.17 -5.98 0.22
C 2.50 -5.56 0.18
C 2.84 -4.20 0.19
C 1.81 -3.27 0.24
H 3.29 3.70 -1.61
H 5.38 2.38 -1.14
H 5.11 0.09 -0.16
H 1.12 2.80 -0.88
H -4.17 -2.81 -0.03
H -5.67 -1.13 -1.15
H -4.68 1.10 -1.76
H -2.39 1.63 -1.02
H -0.90 -5.38 0.31
H 0.95 -7.04 0.21
H 3.29 -6.30 0.15
H 3.87 -3.89 0.17
```

M: 555.6 g/mol
Multiplicity: 6
Energy: -34397.1865 eV
Charge: +2

2.
Computed, not measured: an isolated molecule of C23H17N3O4 at a distorted geometry, with wB97M-V/def2-TZVPD.

XYZ file:
```
47
Properties=species:S:1:pos:R:3
O 1.10 3.15 -3.01
C -0.11 2.95 -3.15
N -0.77 2.05 -2.38
N -0.10 1.43 -1.19
C -0.76 0.85 -0.16
O -2.03 0.56 -0.28
C 0.17 0.23 0.88
O 1.35 0.87 1.06
C 2.04 0.24 1.96
C 1.48 -1.05 2.28
C 2.07 -1.97 3.23
C 3.41 -1.64 3.52
C 4.02 -2.49 4.45
C 3.36 -3.60 5.01
C 2.05 -3.80 4.74
C 1.38 -2.97 3.89
C 0.17 -0.97 1.56
C -0.79 -2.05 1.47
C -2.01 -2.11 2.11
C -2.84 -3.19 1.97
C -2.47 -4.27 1.13
C -1.17 -4.24 0.62
C -0.38 -3.13 0.78
C -0.86 3.77 -4.07
C -0.09 4.30 -5.08
C -0.73 5.15 -5.97
C -2.05 5.24 -5.94
O -2.45 6.30 -6.71
N -2.80 4.72 -5.01
C -2.24 3.97 -4.01
H -1.79 2.28 -2.34
H 0.82 1.75 -0.87
H 2.97 0.62 2.33
H 3.92 -0.75 3.22
H 5.13 -2.34 4.62
H 3.92 -4.37 5.56
H 1.33 -4.59 5.16
H 0.36 -3.23 3.64
H -2.22 -1.23 2.76
H -3.71 -3.26 2.64
H -3.03 -5.20 0.93
H -0.83 -5.03 -0.03
H 0.65 -3.07 0.32
H 1.01 4.25 -5.19
H -0.06 5.64 -6.78
H -3.36 6.64 -6.38
H -3.07 3.57 -3.29
```

ΔE to the lowest compared entry with this formula, charge and spin: 55.12 kcal per mole
M: 399.4 g/mol
Structure (SMILES): O=C(NNC(=O)c1occ(-c2ccccc2)c1-c1ccccc1)c1ccc(O)nc1